{
  "formula": "C25H25BIrN8O2",
  "method": "ωB97M-V/def2-TZVPD",
  "e_homo_ha": [-0.496, -0.496],
  "spin_multiplicity": 6,
  "s2": 8.785,
  "charge": 2,
  "e_lumo_ev": [-6.23, -10.17],
  "elements": ["H", "N", "B", "N", "C", "Ir", "H", "C", "H", "C", "H", "C", "H", "H", "H", "N", "N", "N", "N", "C", "C", "H", "H", "C", "C", "C", "C", "H", "H", "H", "H", "H", "O", "C", "N", "C", "C", "O", "N", "C", "C", "C", "C", "C", "C", "C", "C", "C", "C", "C", "C", "H", "H", "H", "H", "H", "H", "H", "H", "H", "H", "H"],
  "xyz": [[0.108, 0.681, -4.272], [1.624, 1.404, -2.966], [4.061, 1.913, -2.121], [2.956, 1.806, -3.216], [3.062, 2.122, -4.527], [0.438, 1.611, -1.409], [3.944, 2.632, -4.898], [1.904, 1.710, -5.182], [1.667, 1.791, -6.232], [1.072, 1.163, -4.206], [5.008, 2.531, -2.494], [1.411, -2.628, 2.496], [0.571, -2.527, 3.188], [1.333, -1.862, 1.725], [2.354, -2.519, 3.036], [4.531, 0.453, -1.720], [3.351, 2.581, -0.900], [3.459, -0.281, -1.288], [2.044, 2.252, -0.472], [5.637, -0.325, -1.669], [3.801, 3.597, -0.126], [6.608, 0.037, -1.961], [4.695, 4.145, -0.398], [5.240, -1.605, -1.186], [2.925, 3.765, 0.946], [3.858, -1.499, -0.977], [1.898, 2.840, 0.766], [5.828, -2.487, -1.003], [2.992, 4.466, 1.762], [3.099, -2.210, -0.626], [1.039, 2.586, 1.370], [1.373, -3.586, 2.046], [-1.559, -0.504, -2.798], [-1.725, -0.352, -1.578], [-2.789, -0.786, -0.817], [-2.587, -0.560, 0.599], [-1.221, 0.125, 0.614], [-0.598, 0.487, 1.615], [-0.812, 0.288, -0.700], [-3.692, 0.365, 1.127], [-3.426, 1.610, 1.703], [-4.494, 2.383, 2.179], [-5.805, 1.922, 2.035], [-6.059, 0.693, 1.410], [-4.998, -0.089, 0.959], [-2.441, -1.880, 1.324], [-2.951, -2.032, 2.612], [-2.830, -3.268, 3.247], [-2.173, -4.322, 2.608], [-1.616, -4.143, 1.335], [-1.738, -2.909, 0.694], [-3.646, -1.123, -1.265], [-2.401, 1.975, 1.812], [-4.278, 3.338, 2.663], [-6.638, 2.520, 2.408], [-7.071, 0.319, 1.273], [-5.171, -1.057, 0.485], [-3.438, -1.177, 3.087], [-3.261, -3.386, 4.240], [-2.089, -5.288, 3.104], [-1.089, -4.953, 0.833], [-1.293, -2.751, -0.295]],
  "forces_ev_per_angstrom": [[-0.1321, 0.1267, -0.0222], [1.9265, -1.2140, -3.0832], [-0.5247, 0.5279, -0.1029], [-0.7771, 0.8067, -0.0747], [-0.4143, -0.7226, 0.8855], [-0.9198, -1.3633, 0.6307], [-0.0495, -0.3016, 0.0079], [-0.5238, -0.4859, -0.0313], [0.1811, -0.0584, 0.0825], [0.7921, 1.5465, 0.1760], [-0.1078, 0.1223, -0.0024], [0.0406, 0.8710, 0.5508], [0.1676, 0.0352, -0.1250], [-0.0205, 0.0903, 0.0137], [-0.1414, 0.0411, -0.0313], [1.6034, -1.1351, 0.1125], [-0.8246, 0.8613, -0.1450], [-0.7887, -1.1046, 0.4701], [2.8779, 0.4884, 2.3874], [-1.3242, 2.6540, -0.5977], [-0.6206, -1.1230, -0.1431], [0.0990, 0.0231, -0.0228], [0.0110, -0.2649, 0.1749], [-0.7735, -1.0512, 0.4522], [-0.5048, -0.3241, 0.4698], [-0.8012, 0.1899, 0.0665], [0.6007, 1.0648, -1.2970], [0.3682, 0.0513, -0.0834], [0.1839, -0.0698, -0.0602], [0.7356, 0.2006, -0.1316], [-0.0432, 0.1510, 0.0175], [-0.0424, -0.9973, -0.4487], [0.1645, 0.9223, 2.3012], [-1.8633, -1.5613, -1.7281], [1.4791, 0.6783, -1.7164], [-0.3592, 0.3746, 0.3750], [0.3067, 0.5880, 2.6861], [-0.8711, -0.5232, -2.4284], [0.4066, 0.4546, -0.6451], [0.4700, 0.1147, -0.0003], [-0.3648, -0.0916, 0.0993], [0.0301, -0.2353, -0.1835], [0.0642, -0.0661, -0.0305], [0.2498, -0.0161, -0.0242], [-0.0993, 0.3328, 0.2014], [0.0123, -0.1674, 0.3307], [0.0922, -0.1783, -0.1579], [0.0466, 0.2090, -0.0724], [0.0284, 0.0209, -0.1273], [-0.0610, 0.2979, 0.0695], [-0.0806, -0.3362, 0.2966], [0.6265, 0.1060, 0.4174], [-0.4427, -0.1659, 0.0706], [-0.1994, -0.2874, -0.1722], [0.2635, -0.1765, -0.1210], [0.1349, 0.2278, 0.1179], [-0.1140, 0.2222, 0.2242], [0.0783, -0.4528, -0.0524], [0.1763, -0.1167, -0.2289], [-0.0321, 0.2513, -0.1365], [-0.1506, 0.1301, 0.2145], [-0.2455, -0.1921, 0.3250]]
}


{
  "formula": "C16H26FIN3O6PS2",
  "method": "ωB97M-V/def2-TZVPD",
  "e_homo_ha": -0.310,
  "smiles": "N=[PH2]c1c(CCF)ccc2nc(I)cnc12.CCOS(C)(=O)=O.CCOS(C)(=O)=O",
  "e_lumo_ev": -1.50,
  "elements": ["N", "P", "C", "C", "C", "C", "F", "C", "C", "C", "N", "C", "I", "C", "N", "C", "H", "H", "H", "H", "H", "H", "H", "H", "H", "H", "C", "C", "O", "S", "C", "O", "O", "H", "H", "H", "H", "H", "H", "H", "H", "C", "C", "O", "S", "C", "O", "O", "H", "H", "H", "H", "H", "H", "H", "H"],
  "xyz": [[3.010, 0.485, -1.483], [4.415, 0.116, -2.176], [4.379, 0.936, -3.911], [3.240, 0.569, -4.930], [2.097, -0.475, -4.536], [1.657, -1.468, -5.726], [2.022, -2.813, -5.335], [3.306, 1.331, -6.322], [4.436, 2.372, -6.648], [5.578, 2.735, -5.600], [6.528, 3.735, -6.021], [7.431, 3.945, -4.937], [8.985, 5.472, -5.265], [7.440, 3.247, -3.545], [6.473, 2.260, -3.194], [5.516, 1.997, -4.237], [2.498, -0.391, -1.286], [5.535, 0.636, -1.410], [4.587, -1.321, -2.296], [1.157, 0.137, -4.258], [2.334, -1.125, -3.628], [0.502, -1.451, -5.772], [2.021, -1.162, -6.765], [2.520, 1.166, -7.134], [4.420, 2.921, -7.664], [8.227, 3.547, -2.771], [-1.627, -1.480, 2.952], [-1.680, 0.034, 3.034], [-0.915, 0.642, 1.995], [-1.556, 0.726, 0.511], [-0.403, 1.890, -0.160], [-2.850, 1.352, 0.594], [-1.364, -0.540, -0.149], [-2.149, -1.842, 2.063], [-2.098, -1.930, 3.828], [-0.593, -1.828, 2.884], [-2.713, 0.394, 3.019], [-1.240, 0.357, 3.981], [-0.497, 2.832, 0.380], [-0.645, 2.036, -1.212], [0.605, 1.486, -0.063], [-8.118, -1.245, 6.320], [-6.735, -0.907, 6.845], [-5.893, -2.057, 6.880], [-5.217, -2.562, 5.499], [-4.032, -3.660, 6.224], [-4.514, -1.461, 4.891], [-6.179, -3.344, 4.770], [-8.080, -1.514, 5.262], [-8.791, -0.392, 6.430], [-8.537, -2.101, 6.856], [-6.275, -0.105, 6.260], [-6.821, -0.546, 7.874], [-3.338, -3.080, 6.831], [-3.497, -4.159, 5.416], [-4.558, -4.396, 6.832]],
  "forces_ev_per_angstrom": [[0.8224, -1.2356, -0.2617], [-2.1328, 0.9867, 0.1154], [-0.1302, 0.6137, -3.1151], [3.5428, 2.2694, 0.5466], [-0.3004, 0.5264, -0.8440], [-1.2342, 0.3808, 0.9163], [-0.1800, 1.8691, -1.0048], [3.1766, 1.7583, 1.6472], [-1.2690, -2.1840, 2.6849], [-2.3158, -1.1854, -0.9148], [0.9862, -2.1644, 6.0006], [-1.5116, -0.9718, -0.4624], [-1.2462, -1.2539, 0.2612], [-2.5120, -1.1746, -1.6074], [1.1755, 2.9660, -3.9135], [-0.5160, -0.0954, -0.5208], [0.2449, 0.7327, 0.0111], [-0.4727, -0.5018, -1.1363], [0.4399, 0.9810, -0.2763], [1.5665, -0.8357, -0.3245], [-0.0885, 1.1016, -1.3724], [1.8605, -0.2510, 0.0619], [0.0201, -0.8670, 1.5421], [1.2220, 0.1720, 1.4001], [0.0928, -1.0592, 1.9522], [-1.3407, -0.5597, -1.3319], [-0.0284, -0.2523, -0.2518], [-0.5286, -0.6273, 0.6915], [-0.0019, 0.4261, -0.9237], [0.5672, 0.3158, 0.2772], [0.1325, -0.0215, 0.1734], [0.3593, -0.6363, -0.0218], [-0.4389, 0.4972, 0.2655], [0.0147, 0.0335, 0.0936], [0.0074, 0.1521, -0.0303], [-0.0499, 0.0936, 0.0677], [0.1046, 0.0283, -0.1459], [0.1238, 0.2034, -0.2781], [-0.0410, -0.1221, -0.0126], [-0.0760, -0.1278, 0.1056], [-0.0642, 0.0053, -0.0609], [-0.0707, -0.1651, -0.2995], [-0.7970, 0.7167, -0.0780], [0.7720, -0.5342, -0.4717], [-0.0805, -0.2042, 0.5592], [-0.0126, 0.0356, 0.1653], [-0.5616, -0.3676, 0.0606], [0.4893, 0.6208, 0.1060], [-0.0065, 0.0457, 0.0875], [0.0942, -0.0257, 0.0572], [0.0433, 0.1301, 0.0374], [0.1089, -0.1812, -0.0156], [0.2781, -0.2485, -0.0332], [-0.0995, -0.0155, -0.0605], [-0.1407, 0.1140, -0.0389], [0.0023, 0.0934, -0.0793]]
}